1.
DFT (ωB97M-V with the def2-TZVPD basis set) results for an isolated molecule of C4H6N2 at a distorted geometry.

Geometry as XYZ:
```
12
Properties=species:S:1:pos:R:3:mulliken_charge:R:1
C 0.237 1.889 0.605 -0.68
C 0.493 -0.369 -0.494 0.10
C 0.235 -1.721 -0.592 -0.48
C -0.979 -2.281 -0.128 0.18
H 1.295 2.192 0.190 0.25
H 0.416 1.724 1.763 0.25
H -0.345 2.897 0.371 0.27
H -1.419 0.227 0.043 0.28
H 1.474 0.121 -0.869 0.24
H 0.885 -2.398 -1.189 0.29
N -0.413 0.618 -0.064 -0.25
N -1.877 -2.899 0.366 -0.45
```

The relative energy (zero: lowest compared OMol25 entry of this formula, charge and spin) is 2.346 eV. The charge is 0. Its LUMO energy is 0.71 eV. The SMILES is CN/C=C\C#N.

---

2.
DFT (ωB97M-V with the def2-TZVPD basis set) results for a 2-piece molecular cluster, C4H11NO2 overall.

Geometry as XYZ:
```
18
Properties=species:S:1:pos:R:3:mulliken_charge:R:1
C -1.823 -1.542 1.635 -0.86
C -1.211 -1.498 0.462 0.58
O 0.162 -1.456 0.364 -0.54
C -1.920 -1.537 -0.851 -0.86
H -2.904 -1.614 1.644 0.24
H -1.276 -1.521 2.566 0.29
H 0.404 -0.516 0.206 0.44
H -2.990 -1.678 -0.738 0.33
H -1.764 -0.609 -1.414 0.20
H -1.515 -2.331 -1.474 0.25
N 0.793 1.270 -0.172 -0.58
C 2.191 1.528 -0.409 -0.39
O 2.461 2.912 -0.221 -0.51
H 0.527 1.730 0.693 0.23
H 0.226 1.680 -0.907 0.24
H 2.777 0.916 0.285 0.32
H 2.446 1.225 -1.425 0.32
H 3.415 3.042 -0.243 0.30
```

The relative energy (zero: lowest compared OMol25 entry of this formula, charge and spin) is 1.538 eV. The charge is 0. Its LUMO energy is 0.72 eV. The SMILES is C=C(C)O.NCO.

---

3.
DFT (ωB97M-V with the def2-TZVPD basis set) results for an isolated molecule of CHOP at a distorted geometry.

Geometry as XYZ:
```
4
Properties=species:S:1:pos:R:3:mulliken_charge:R:1
C 0.546 0.665 -0.002 -0.01
O 0.347 1.825 0.001 -0.35
P 2.671 -0.176 0.000 0.05
H -0.155 -0.165 0.000 0.31
```

The relative energy (zero: lowest compared OMol25 entry of this formula, charge and spin) is 2.792 eV. The charge is 0. Its LUMO energy (alpha / beta) is -1.59 / -1.66 eV.

---

4.
DFT (ωB97M-V with the def2-TZVPD basis set) results for C29H23Cl5N2O5SiTc as an isolated structure at a distorted geometry.

Geometry as XYZ:
```
66
Properties=species:S:1:pos:R:3:mulliken_charge:R:1
Tc 0.100 -0.313 -0.168 -1.24
C 3.082 -2.226 2.784 -1.12
Si 3.038 -1.302 1.154 -0.03
C 2.698 -2.559 -0.194 -0.82
C 4.700 -0.494 0.805 -1.14
N 1.742 -0.144 1.111 0.78
C 1.633 0.894 2.005 0.44
C 2.560 1.231 3.004 -0.67
C 2.348 2.301 3.860 -1.16
C 1.209 3.086 3.757 -0.95
C 0.276 2.799 2.764 -0.92
C 0.516 1.734 1.932 0.85
O -0.344 1.414 0.853 1.09
C -1.637 1.969 0.812 -0.61
C -1.825 3.126 0.087 -0.16
C -3.111 3.645 0.008 -0.79
C -4.162 3.005 0.647 -0.52
C -3.938 1.840 1.371 -0.99
C -2.661 1.309 1.460 0.48
H 3.938 -2.906 2.812 0.37
H 2.175 -2.822 2.906 0.29
H 3.156 -1.559 3.643 0.37
H 3.312 -3.447 -0.023 0.48
H 2.932 -2.184 -1.192 0.22
H 1.657 -2.896 -0.184 0.02
H 5.359 -1.177 0.263 0.38
H 5.221 -0.189 1.715 0.36
H 4.560 0.398 0.189 0.30
H 3.464 0.645 3.100 0.28
H 3.087 2.523 4.620 0.41
H 1.043 3.916 4.429 0.40
H -0.614 3.402 2.649 0.45
H -0.985 3.584 -0.420 0.50
H -3.289 4.546 -0.564 0.45
H -5.163 3.410 0.575 0.43
H -4.762 1.337 1.860 0.44
H -2.451 0.388 1.989 0.46
Cl 2.056 2.837 -0.914 -0.19
C 2.056 1.490 -2.010 0.99
C 1.289 0.385 -1.740 0.41
C 1.336 -0.705 -2.682 -0.31
Cl -1.710 -3.347 -1.639 0.22
C 2.179 -0.622 -3.859 0.27
Cl 2.219 -1.977 -4.903 -0.19
C 2.916 0.505 -4.094 0.31
Cl 3.923 0.623 -5.482 -0.19
C 2.862 1.580 -3.163 0.39
Cl 3.797 2.976 -3.458 -0.17
O 0.676 -1.739 -2.422 -0.53
C -1.640 -0.336 -1.304 -0.08
C -3.297 -3.656 -0.933 -0.52
C -4.371 -2.938 -1.258 -0.19
C -4.648 -1.863 -2.176 -0.53
C -3.917 -0.769 -2.503 -0.56
C -2.679 -0.363 -1.962 0.55
C -1.966 2.225 -3.293 0.88
O -3.115 2.239 -3.502 -0.48
O -0.812 2.211 -3.134 -0.41
H -1.858 -3.822 -2.844 0.31
H -3.240 -4.432 -0.187 0.44
H -5.253 -3.332 -0.757 0.36
H -5.650 -1.902 -2.589 0.33
H -4.396 -0.098 -3.210 0.38
O -1.044 -3.864 2.079 -0.67
C -0.933 -2.787 1.587 0.65
N -0.824 -1.708 1.096 -0.61
```

The relative energy (zero: lowest compared OMol25 entry of this formula, charge and spin) is 7.129 eV. The charge is 0. Its LUMO energy (alpha / beta) is -0.99 / -2.26 eV. The spin multiplicity is 4.